No. 1
{
  "formula": "C52H41BF6N2O2S",
  "method": "the ωB97M-V functional and the def2-TZVPD basis",
  "charge": 0,
  "e_lumo_ev": -0.3,
  "homo_lumo_gap_ev": 6.5,
  "e_above_lowest_kj_mol": 146.4,
  "total_energy_ev": -89480.349,
  "max_force_ha_per_bohr": 0.159,
  "smiles": "C1=C/C(=C\\c2ccc(N(c3ccccc3)c3ccccc3)cc2)[C@@H](B2OCCO2)C=C1N(c1ccccc1)c1ccccc1.Cc1ccc(-c2cc(C(F)(F)F)cc(C(F)(F)F)c2)s1",
  "symbols": ["S", "F", "F", "F", "F", "F", "F", "O", "O", "N", "N", "C", "C", "C", "C", "C", "C", "C", "C", "C", "C", "C", "C", "C", "C", "C", "C", "C", "C", "C", "C", "C", "C", "C", "C", "C", "C", "C", "C", "C", "C", "C", "C", "C", "C", "C", "C", "C", "C", "C", "C", "C", "C", "C", "C", "C", "C", "C", "C", "C", "C", "C", "C", "B", "H", "H", "H", "H", "H", "H", "H", "H", "H", "H", "H", "H", "H", "H", "H", "H", "H", "H", "H", "H", "H", "H", "H", "H", "H", "H", "H", "H", "H", "H", "H", "H", "H", "H", "H", "H", "H", "H", "H", "H", "H"],
  "positions_angstrom": [[-1.8910, 3.2155, -3.1101], [4.6043, 1.1180, -5.8861], [2.9193, 5.8041, -4.4929], [1.9420, 5.7992, -2.5220], [3.6362, -0.5477, -4.8217], [4.0297, 5.1312, -2.7130], [2.7166, 0.2756, -6.6470], [-4.8372, 2.2258, 1.0288], [-4.3553, -0.0441, 0.7177], [-2.4267, 0.3185, 4.5253], [3.8022, -2.4980, -1.3065], [2.3159, -5.7055, -2.5102], [6.8030, -0.7059, -0.0535], [-3.0888, -0.8573, 4.9483], [-2.3603, 1.6378, 0.9957], [1.7355, -1.6364, -2.2171], [-0.7749, 0.8319, -0.8674], [2.3336, 3.6897, -3.5729], [-6.0537, 1.6230, 0.5396], [1.5600, 0.2180, -0.1564], [-2.9582, 2.6670, 7.3509], [-2.1011, 0.4755, 3.1532], [4.6909, -4.2417, -2.7611], [4.5556, -5.4708, -3.4095], [3.3769, -6.2157, -3.2678], [-2.9990, -1.3113, 6.2793], [2.6520, -0.6296, -0.2155], [-0.9097, 3.2637, 6.2028], [3.6359, -3.7339, -1.9831], [-3.7492, -2.4137, 6.6966], [3.1061, 2.8461, -4.3695], [2.4410, -4.4663, -1.8752], [3.3918, 0.6286, -5.5050], [-3.2176, 2.3633, -3.7290], [-5.7606, 0.1255, 0.3848], [-0.8276, 1.6894, -2.9783], [-2.8799, 1.0385, -4.0371], [2.8018, 5.0984, -3.3208], [2.7517, -1.5783, -1.2505], [5.7409, -3.2974, -0.0864], [-4.6234, -2.6782, 4.4523], [6.9758, -3.0601, 0.5139], [-1.1186, 2.2335, 5.2828], [-4.5805, -3.0867, 5.7910], [-2.3687, 1.6511, 2.4684], [7.5126, -1.7665, 0.5225], [-3.1577, 1.6185, 6.4529], [-1.2315, -0.5469, 1.1222], [1.3353, 1.1946, -4.2126], [0.5656, -0.9315, -2.0341], [0.4602, 0.0788, -1.0541], [-1.5461, 0.7256, -3.7891], [5.5658, -0.9356, -0.6585], [-4.5332, 3.0061, -3.9393], [2.5963, 1.5933, -4.6637], [5.0384, -2.2365, -0.6812], [-2.2326, 1.3858, 5.4218], [-1.4548, 0.6167, 0.3463], [-1.5760, -0.6358, 2.4572], [-1.8313, 3.4900, 7.2331], [0.5654, 2.0350, -3.4004], [1.1251, 3.2690, -3.0407], [-3.8805, -1.5720, 4.0340], [-3.8857, 1.2219, 0.9722], [-1.6708, 4.3081, 7.9395], [-6.3838, -0.4805, 1.0578], [5.3838, -5.8437, -4.0158], [-3.6878, 2.8275, 8.1454], [5.0056, -0.1094, -1.1039], [-5.2321, -3.2057, 3.7142], [-6.8835, 1.8267, 1.2310], [-2.2772, 2.6244, 0.5230], [-4.3970, 3.9668, -4.4502], [1.8519, -2.2838, -3.0862], [0.9539, 0.2239, -4.5269], [-3.6101, 0.3639, -4.4849], [7.5069, -3.8933, 0.9730], [-6.3036, 2.0460, -0.4463], [-4.0285, 0.9686, 6.5586], [-5.1849, -3.9341, 6.1244], [-0.0229, 3.8920, 6.1166], [-1.0612, 1.6929, -1.5298], [-5.1627, 2.3599, -4.5566], [-1.0774, -0.1929, -4.1391], [-2.3592, -0.7884, 6.9919], [8.4843, -1.5902, 0.9838], [1.6059, -4.0678, -1.2956], [5.6187, -3.6693, -2.8417], [4.0709, 3.1578, -4.7528], [-0.6715, -1.3726, 0.6836], [-3.9252, -1.2575, 2.9876], [-2.5975, 2.5788, 2.9887], [5.3120, -4.3020, -0.1038], [1.3863, -6.2709, -2.4120], [-1.3755, -1.5531, 3.0143], [-5.0368, 3.1893, -2.9796], [1.5225, 0.9788, 0.6268], [-0.3098, -1.1866, -2.6275], [-0.4156, 2.0649, 4.4652], [-3.6910, -2.7485, 7.7332], [3.2883, -7.1923, -3.7484], [7.2013, 0.3091, -0.0303], [0.5888, 3.9355, -2.3718], [3.4369, -0.5578, 0.5397], [-5.9244, -0.2154, -0.6494]],
  "forces_ev_per_angstrom": [[1.0, -1.1, 0.5], [-1.0, -0.4, 0.3], [0.0, -0.6, 1.0], [0.8, -0.5, -0.7], [-0.2, 1.1, -0.7], [-1.0, 0.0, -0.5], [0.6, 0.3, 0.9], [-0.5, -0.8, -0.4], [-0.8, 0.5, -0.2], [0.6, -0.2, 0.2], [0.1, 0.0, -0.1], [0.4, 0.2, -0.1], [-0.2, -0.4, 0.1], [-0.3, -0.2, 0.0], [-0.3, -0.3, -1.3], [0.3, -0.3, 0.1], [-1.4, 0.0, 4.9], [0.0, 0.0, 0.1], [-0.3, 0.4, -0.1], [-0.8, 0.1, -0.6], [0.3, 0.0, -0.2], [-1.5, 2.6, 0.0], [-0.3, -0.1, -0.1], [-0.2, 0.1, 0.3], [0.1, 0.1, 0.0], [-0.1, -0.3, -0.1], [0.0, -0.2, -0.1], [-0.4, -0.2, 0.0], [0.0, -0.5, -0.3], [-0.1, 0.2, -0.5], [-0.1, 0.1, 0.1], [0.2, -0.3, 0.0], [0.4, -0.9, -0.3], [0.3, -2.0, -0.4], [0.0, -0.5, 0.2], [-1.9, 1.4, -7.8], [-1.1, 1.4, 0.0], [0.3, 0.7, 0.2], [-0.4, 0.3, -0.1], [0.1, 0.3, 0.1], [0.3, 0.2, 0.3], [-0.2, 0.3, -0.2], [-0.1, 0.0, 0.4], [0.0, 0.0, -0.1], [1.1, -1.3, 1.9], [0.0, 0.0, 0.0], [0.1, 0.3, 0.0], [0.3, -1.5, 2.5], [0.1, 0.1, -0.1], [-0.1, 0.7, 0.5], [0.8, -1.4, -0.4], [1.5, 1.0, 1.9], [0.3, -0.2, 0.1], [-0.3, 0.3, 0.1], [-0.1, -0.1, 0.1], [0.4, 0.1, 0.2], [0.0, 0.4, 0.3], [0.9, 2.0, -2.2], [1.1, -1.1, -2.4], [0.0, -0.1, 0.0], [0.6, -0.2, 0.6], [0.0, -0.1, -0.1], [-0.2, -0.1, 0.1], [0.2, 0.5, -0.8], [0.0, -0.3, -0.2], [0.3, 0.1, -0.1], [-0.3, 0.1, 0.2], [0.2, 0.0, -0.2], [0.3, -0.3, 0.1], [0.1, 0.1, 0.3], [0.3, 0.0, -0.1], [0.1, -0.2, 0.3], [-0.2, -0.1, 0.1], [-0.1, 0.0, 0.4], [0.1, 0.3, 0.1], [0.3, 0.1, 0.1], [-0.1, 0.3, -0.1], [0.1, 0.1, 0.4], [0.3, 0.3, -0.1], [0.2, 0.3, -0.1], [-0.2, -0.1, 0.0], [0.4, -0.9, 2.5], [0.0, 0.1, 0.1], [-0.2, 0.3, 0.2], [-0.2, -0.2, -0.3], [-0.3, 0.0, -0.1], [0.3, -0.1, -0.1], [-0.4, -0.2, 0.0], [-0.1, 0.0, 0.0], [-0.3, 0.1, 0.1], [-0.1, -0.1, 0.4], [-0.4, -0.3, -0.1], [0.2, 0.4, 0.0], [0.3, 0.2, 0.0], [0.0, 0.3, -0.2], [0.0, 0.0, -0.3], [-0.1, -0.2, -0.2], [0.3, 0.2, 0.0], [-0.2, 0.0, 0.3], [0.0, 0.1, -0.3], [0.0, 0.3, 0.1], [0.0, -0.3, 0.0], [0.0, -0.1, -0.1], [-0.4, 0.0, -0.2], [0.1, 0.0, 0.4]],
  "lowdin_charge": [1.103, 0.123, 0.120, 0.113, 0.106, 0.120, 0.118, 0.108, 0.108, 0.016, 0.017, -0.079, -0.078, -0.207, -0.098, -0.029, -0.012, -0.096, -0.118, -0.004, -0.082, -0.222, -0.023, -0.078, -0.098, -0.035, -0.011, -0.084, -0.228, -0.083, 0.057, -0.029, -0.500, -0.604, -0.101, -0.454, -0.112, -0.507, -0.199, -0.024, -0.078, -0.079, -0.024, -0.103, 0.037, -0.099, -0.033, -0.006, 0.052, -0.044, -0.240, -0.107, -0.033, -0.106, -0.090, -0.223, -0.216, -0.137, 0.002, -0.102, -0.201, 0.019, -0.018, -0.643, 0.099, 0.126, 0.105, 0.103, 0.118, 0.104, 0.128, 0.154, 0.081, 0.124, 0.125, 0.114, 0.104, 0.120, 0.117, 0.098, 0.102, 0.035, 0.084, 0.102, 0.118, 0.098, 0.119, 0.125, 0.138, 0.126, 0.106, 0.141, 0.122, 0.104, 0.130, 0.078, 0.125, 0.107, 0.118, 0.103, 0.099, 0.104, 0.111, 0.116, 0.128]
}

***

No. 2
{
  "formula": "C30H38Cl7N5O4SSbSn",
  "method": "the ωB97M-V functional and the def2-TZVPD basis",
  "charge": -2,
  "s_squared": 0.76,
  "e_lumo_ev": [3.9, 3.9],
  "homo_lumo_gap_ev": [3.2, 6.1],
  "multiplicity": 2,
  "total_energy_ev": -158229.408,
  "max_force_ha_per_bohr": 0.026,
  "symbols": ["Sb", "Sn", "Cl", "Cl", "Cl", "Cl", "Cl", "Cl", "Cl", "S", "O", "O", "O", "O", "N", "N", "N", "N", "N", "C", "C", "C", "C", "C", "C", "C", "C", "C", "C", "C", "C", "C", "C", "C", "C", "C", "C", "C", "C", "C", "C", "C", "C", "C", "C", "C", "C", "C", "C", "H", "H", "H", "H", "H", "H", "H", "H", "H", "H", "H", "H", "H", "H", "H", "H", "H", "H", "H", "H", "H", "H", "H", "H", "H", "H", "H", "H", "H", "H", "H", "H", "H", "H", "H", "H", "H", "H"],
  "positions_angstrom": [[0.6295, 0.1584, 2.3910], [-0.1867, -0.0144, -1.3053], [-3.9364, 1.3810, 2.3986], [-6.5054, 3.3558, -1.8799], [1.2333, 2.7360, -1.5496], [-6.4579, 2.6042, 1.1389], [-3.9817, 2.8179, -3.6278], [1.0908, 5.6453, -1.9102], [1.6894, -5.0895, 1.7214], [3.0960, -1.1478, -4.2130], [2.3347, 0.0797, -1.6319], [-1.7211, 0.8509, 0.4073], [-2.7330, -2.1777, -4.0668], [-1.8070, 1.5316, -2.2093], [-0.3195, -2.4655, -0.4653], [2.9940, -1.0645, -1.5426], [-1.2126, 0.6564, -5.4050], [0.7873, 0.7508, -4.1335], [-0.7973, -0.9342, -3.8606], [0.7015, 2.3195, 2.8966], [0.5959, -4.4280, 0.5429], [-2.0286, -1.2289, -4.3455], [-5.0678, 2.3112, 0.1573], [-1.0237, -4.6488, -1.1775], [3.9653, -3.0130, -2.4797], [-1.1779, -0.4777, 3.4866], [3.8977, -2.7411, -0.1104], [-3.9197, 1.7259, 0.7022], [1.9802, 2.8808, 2.2941], [3.2893, -1.5322, -0.3081], [3.3546, -0.9276, 3.4251], [-2.7912, 1.4136, -0.0550], [-0.3709, 0.1756, -4.4503], [-0.1624, -5.2889, -0.2531], [3.3532, -1.7740, -2.6619], [-3.9727, 2.3802, -1.9545], [4.2322, -3.5186, -1.2182], [-0.5118, 3.0370, 2.3448], [2.0496, -0.4533, 4.0435], [-1.2243, -1.9931, 3.5727], [-1.3619, 0.1539, 4.8528], [0.5039, -3.0700, 0.4350], [0.3559, 4.2377, -1.1530], [-2.8282, 1.7664, -1.4573], [-1.0636, -3.2858, -1.2509], [-1.2450, 2.0139, -5.8781], [-2.4141, -0.1322, -5.3621], [-5.0980, 2.6419, -1.1777], [2.3326, 0.5798, 5.1191], [-1.7266, 2.6777, -5.1544], [1.4217, 0.9581, 5.5769], [2.8871, 1.4214, 4.7115], [2.8600, 2.4301, 2.7517], [4.0988, -3.0870, 0.8922], [-0.6644, 4.1628, -1.5233], [4.6914, -4.4867, -1.0892], [1.0694, 1.5354, -4.7029], [1.5635, -1.3105, 4.5155], [1.5886, 0.0924, -3.9228], [4.2181, -3.5726, -3.3674], [-0.5733, -0.1623, 5.5365], [2.0413, 3.9631, 2.4372], [-0.2320, 2.3687, -6.0703], [-0.6257, 2.8283, 1.2841], [2.9415, 0.1384, 5.9132], [-0.4325, -2.3841, 4.2138], [-0.4263, 4.1193, 2.4864], [3.1771, -1.7733, 2.7649], [-1.1211, -2.4424, 2.5868], [-3.2723, 0.4456, -5.0045], [-1.8115, 2.0366, -6.8102], [4.0606, -1.2453, 4.1970], [3.0011, -0.8653, 0.4919], [-1.9756, -0.1471, 2.8287], [-1.6960, -2.7767, -1.9681], [-1.3704, 1.2412, 4.7896], [-2.3186, -0.1578, 5.2762], [2.0205, 2.6752, 1.2255], [3.8226, -0.1305, 2.8467], [-2.1811, -2.3083, 3.9941], [-0.0840, -6.3599, -0.1746], [-1.6370, -5.2454, -1.8352], [0.7264, 2.4392, 3.9833], [1.0901, -2.4137, 1.0649], [0.3902, 4.4013, -0.0773], [-1.4183, 2.6969, 2.8373], [-2.6502, -0.5613, -6.3413]],
  "forces_ev_per_angstrom": [[-0.1, 0.3, 1.1], [-0.8, -0.5, 0.6], [0.2, -0.1, 0.2], [-0.2, 0.1, -0.1], [0.0, 0.9, 0.2], [-0.2, 0.1, 0.2], [0.0, 0.1, -0.3], [0.3, 0.4, -0.3], [0.3, -0.2, 0.4], [0.3, -0.1, -0.5], [0.5, -0.3, -0.1], [0.4, -0.4, -0.1], [0.0, 0.1, -0.1], [0.6, -0.5, -0.1], [-0.1, 1.3, -0.2], [0.0, -0.2, 0.3], [0.1, 0.1, 0.0], [-0.1, 0.1, -0.3], [0.8, -0.2, 0.7], [0.0, -0.4, 0.0], [-0.1, 0.6, -0.1], [-0.6, 0.1, -0.5], [-0.1, 0.1, -0.3], [-0.2, 0.4, -0.2], [0.3, -0.8, 0.9], [0.3, 0.2, -0.3], [0.2, -0.1, 0.0], [-0.1, 0.0, 0.1], [0.0, -0.2, 0.1], [0.1, 0.1, 0.0], [-0.2, -0.1, 0.0], [0.0, 0.1, -0.2], [-0.2, 0.0, -0.4], [0.2, -0.6, 0.1], [-0.1, 0.5, -0.2], [-0.1, 0.0, -0.1], [-0.2, 0.5, -0.5], [0.0, 0.0, 0.0], [-0.3, 0.1, -0.4], [0.1, 0.1, -0.2], [0.1, 0.1, -0.2], [0.4, -0.4, 0.4], [-0.2, -0.6, 0.1], [-0.2, 0.2, 0.0], [-0.4, -0.5, -0.4], [0.0, 0.1, 0.1], [-0.3, -0.3, 0.0], [-0.1, 0.0, 0.3], [-0.2, 0.0, 0.0], [0.0, 0.0, 0.0], [-0.1, 0.1, 0.1], [0.1, 0.2, 0.0], [0.2, 0.0, 0.0], [-0.1, 0.0, 0.1], [0.1, -0.2, 0.1], [0.0, -0.1, 0.0], [-0.1, 0.0, 0.2], [-0.1, 0.0, -0.1], [-0.3, 0.3, 0.2], [0.0, 0.0, 0.0], [0.0, 0.0, 0.1], [0.0, 0.1, 0.0], [0.0, 0.0, -0.1], [-0.1, 0.0, -0.1], [0.1, 0.0, 0.1], [0.1, -0.1, 0.0], [0.0, 0.1, 0.0], [0.1, -0.1, -0.2], [0.0, -0.2, -0.1], [0.1, -0.1, 0.1], [0.1, 0.1, 0.0], [0.1, 0.0, 0.1], [-0.1, 0.0, -0.1], [0.0, 0.0, -0.1], [-0.1, -0.2, -0.1], [0.1, 0.1, 0.1], [-0.1, -0.1, 0.1], [0.1, 0.0, -0.2], [0.1, 0.0, -0.1], [-0.1, -0.1, 0.1], [0.0, -0.1, 0.0], [-0.1, 0.0, -0.1], [0.0, -0.1, 0.0], [0.1, -0.1, 0.1], [0.0, -0.2, -0.2], [-0.2, 0.0, -0.1], [0.0, 0.0, 0.1]],
  "lowdin_charge": [1.553, 1.426, 0.700, 0.604, 0.572, 0.602, 0.684, 0.495, 0.584, 0.601, -0.408, -0.312, 0.039, -0.273, -0.120, -0.214, -0.096, 0.115, 0.110, -0.565, -0.719, -0.482, -0.745, -0.128, -0.120, -0.578, -0.097, -0.593, -0.172, -0.063, -0.182, -0.421, -0.477, -0.188, -0.707, -0.612, -0.078, -0.165, -0.546, -0.150, -0.156, -0.293, -0.979, -0.436, -0.209, -0.052, -0.062, -0.748, -0.169, 0.049, 0.048, 0.055, 0.048, 0.084, 0.031, 0.096, 0.094, 0.066, -0.082, 0.087, 0.057, 0.072, 0.078, 0.044, 0.068, 0.060, 0.075, 0.043, 0.057, 0.098, 0.087, 0.067, 0.083, -0.001, 0.065, 0.056, 0.069, 0.036, 0.065, 0.073, 0.058, 0.082, 0.066, 0.024, 0.006, 0.037, 0.126]
}